The following is a DFT calculation (wB97M-V/def2-TZVPD) of C28H42BeF6O14 as an isolated structure.

ORCA input file:
```
! RIJCOSX wB97M-V def2-TZVPD def2/J DEFGRID3
* xyz 1 2
Be -0.929 0.201 1.363
C 1.627 -1.317 -1.351
O 0.802 -2.060 -2.281
O 0.728 -0.755 -0.414
C 2.862 -2.197 -0.867
F 2.490 -3.311 -0.172
F 3.401 -2.767 -1.916
F 3.832 -1.668 -0.113
C 0.782 -1.579 -3.613
C -0.134 -2.632 -4.374
H -0.968 -2.038 -4.747
H 0.281 -3.103 -5.265
H -0.691 -3.450 -3.916
H 1.783 -1.534 -4.042
H 0.342 -0.590 -3.743
H 2.163 -0.564 -1.929
C -2.291 1.782 3.786
O -1.256 2.273 3.006
O -2.789 0.688 3.027
C -1.765 1.375 5.228
F -2.641 0.632 5.910
F -0.634 0.666 5.093
F -1.427 2.500 5.923
C -0.930 3.693 3.181
C -1.714 4.542 2.282
H -2.747 4.240 2.452
H -1.617 5.594 2.551
H -1.405 4.392 1.248
H 0.100 3.744 2.829
H -1.002 4.126 4.179
H -3.002 2.600 3.896
O -2.074 -2.048 1.002
C -2.219 -2.971 0.206
O -3.297 -3.170 -0.489
C -3.132 -4.258 -1.335
C -1.832 -4.989 -0.830
C -1.142 -3.965 -0.080
H -3.053 -3.997 -2.390
H -3.994 -4.919 -1.236
H -1.210 -5.341 -1.653
H -2.228 -5.776 -0.188
H -0.420 -3.387 -0.657
H -0.643 -4.417 0.778
O -2.747 0.128 -0.309
C -3.061 0.233 -1.512
O -3.884 1.133 -1.899
C -3.859 1.364 -3.331
C -2.945 0.404 -3.927
C -2.515 -0.437 -2.816
H -3.647 2.421 -3.490
H -4.874 1.136 -3.657
H -2.031 0.963 -4.130
H -3.402 -0.059 -4.802
H -1.451 -0.476 -2.581
H -2.918 -1.445 -2.720
O -0.980 2.168 -0.009
C -0.555 2.759 -1.028
O -1.266 3.621 -1.660
C -0.661 4.346 -2.769
C 0.787 3.976 -2.469
C 0.740 2.607 -1.700
H -0.985 5.385 -2.811
H -0.893 3.923 -3.747
H 1.236 4.764 -1.864
H 1.463 4.048 -3.321
H 1.596 2.607 -1.025
H 0.853 1.740 -2.351
O 0.110 -1.586 2.985
C 1.030 -2.421 2.887
O 0.684 -3.763 2.769
C 1.916 -4.481 2.589
C 2.961 -3.622 3.346
C 2.533 -2.232 2.872
H 2.211 -4.734 1.570
H 1.726 -5.466 3.014
H 3.974 -3.910 3.067
H 2.786 -3.754 4.414
H 2.840 -1.805 1.917
H 2.811 -1.560 3.684
O 1.137 1.345 1.971
C 2.198 1.856 1.665
O 2.433 3.207 1.740
C 3.695 3.641 1.245
C 4.552 2.333 1.146
C 3.438 1.223 0.939
H 4.144 4.353 1.937
H 3.550 4.080 0.258
H 5.150 2.288 2.056
H 5.310 2.213 0.373
H 3.691 0.203 1.229
H 3.108 1.041 -0.084
*
```

The calculation puts the lowest unoccupied orbital energy (alpha / beta) at -3.49 / -5.65 eV. The expectation value of S² is 0.755.

The following is a DFT calculation (wB97M-V/def2-TZVPD) of C24H28CsGeN3O11S as an isolated structure.

ORCA input file:
```
! RIJCOSX wB97M-V def2-TZVPD def2/J DEFGRID3
* xyz -2 1
Cs 0.266 0.603 -0.736
O 2.643 -0.073 2.787
C 2.498 0.058 1.418
O 1.785 -0.757 0.815
C 3.207 1.150 0.855
C 4.052 2.012 1.622
C 4.695 3.044 1.015
C 4.507 3.271 -0.377
C 3.663 2.385 -1.046
N 3.042 1.361 -0.503
C 3.405 2.583 -2.523
O 3.357 3.882 -2.911
O 3.254 1.709 -3.329
H 2.058 -0.812 2.999
H 4.167 1.828 2.682
H 5.347 3.694 1.588
H 5.044 4.053 -0.898
H 3.361 4.420 -2.106
C -1.677 -0.793 2.688
C -2.398 -1.521 1.606
N -2.179 -1.394 0.319
C -3.064 -2.251 -0.301
C -3.838 -2.893 0.636
N -3.391 -2.416 1.835
C -4.964 -3.900 0.646
O -5.346 -4.319 -0.480
O -5.371 -4.228 1.773
C -3.077 -2.348 -1.789
O -3.945 -3.201 -2.316
O -2.324 -1.693 -2.474
H -1.196 0.094 2.279
H -0.911 -1.427 3.142
H -2.370 -0.475 3.471
H -3.802 -2.725 2.702
H -4.509 -3.665 -1.603
C -6.778 1.556 2.485
C -5.408 1.951 1.999
C -4.762 1.219 1.008
C -3.498 1.581 0.564
C -2.856 2.676 1.122
C -3.488 3.423 2.106
C -4.756 3.060 2.535
S -1.181 3.039 0.640
O -0.936 4.412 1.028
O -0.388 2.054 1.381
O -1.141 2.786 -0.797
H -7.137 0.668 1.966
H -7.503 2.358 2.323
H -6.768 1.336 3.555
H -5.246 0.347 0.579
H -3.008 0.997 -0.205
H -2.974 4.280 2.522
H -5.249 3.646 3.305
C 5.273 -3.833 -2.878
Ge 4.080 -2.311 -2.504
C 3.286 -1.747 -4.193
C 5.181 -0.896 -1.733
C 2.686 -2.887 -1.298
H 6.036 -3.524 -3.596
H 4.719 -4.676 -3.295
H 5.771 -4.166 -1.965
H 4.059 -1.662 -4.960
H 2.812 -0.772 -4.075
H 2.538 -2.469 -4.525
H 6.238 -1.120 -1.892
H 4.991 -0.788 -0.664
H 4.928 0.052 -2.208
H 2.852 -2.969 -0.230
H 1.640 -2.874 -1.587
*
```

The calculation puts the lowest unoccupied orbital energy (alpha / beta) at 3.77 / 3.77 eV. The energy relative to the best compared isomer or geometry (same formula, charge and spin) comes out at 133.8 kJ/mol.

The following is a DFT calculation (wB97M-V/def2-TZVPD) of a 2-piece molecular cluster, C3H5NOS overall.

ORCA input file:
```
! RIJCOSX wB97M-V def2-TZVPD def2/J DEFGRID3
* xyz 0 3
C -0.453 1.357 -0.116
C -1.161 -2.585 0.226
C -0.591 0.047 0.282
N -0.256 2.479 -0.335
O 2.482 2.087 -0.875
S -1.068 -1.238 -0.713
H -1.170 -2.550 1.343
H 2.575 2.152 0.082
H -1.375 -3.453 -0.213
H -0.525 -0.249 1.326
H 1.541 1.953 -1.007
*
```

The calculation puts the lowest unoccupied orbital energy (alpha / beta) at 0.63 / -2.39 eV. The energy relative to the best compared isomer or geometry (same formula, charge and spin) comes out at 0.0 kJ/mol. The expectation value of S² is 2.018.

Max |F| for every record listed, in sequence, given in Eh/bohr: 0.0875, 0.0579, 0.1046.